{
  "formula": "C4H16NO3",
  "method": "ωB97M-V/def2-TZVPD",
  "elements": ["H", "H", "H", "O", "C", "H", "H", "H", "H", "H", "H", "C", "H", "H", "H", "O", "H", "C", "C", "N", "H", "H", "H", "O"],
  "coordinates": [[0.810856, -0.690752, -1.736479], [-0.496548, -1.617126, -2.213098], [-2.084445, 1.131174, 1.431403], [2.568158, 1.828008, -1.683035], [-1.036963, 1.190327, 1.458710], [-0.702508, 0.053053, -2.061335], [1.492371, -0.493406, 0.714559], [-0.638831, 2.060793, 1.957647], [3.235411, 2.182196, -1.154538], [-4.413817, -0.346133, -0.168498], [1.978734, 2.601509, -1.908353], [-0.391774, 0.314568, 0.685983], [1.561133, 0.842779, -0.333679], [-0.533612, -1.816031, 0.439969], [-1.797458, -0.916199, -0.059858], [2.010789, -2.073286, 1.168861], [2.372391, -2.448065, 2.095791], [-0.280646, -0.786117, -1.557169], [-0.782088, -0.946596, -0.136746], [1.200252, 0.465026, 0.574649], [-4.233838, 0.883184, 0.609117], [2.242297, -2.683018, 0.432186], [1.630644, 1.007798, 1.341782], [-3.710515, 0.256319, 0.102123]],
  "forces_ev_per_a": [[-0.3, 0.0, 0.7], [-0.5, -0.5, 0.1], [-1.2, -0.3, 0.3], [-3.1, 0.1, -1.3], [1.0, -0.6, -1.4], [-0.6, 0.8, 0.0], [0.8, -0.8, 0.0], [0.5, -0.2, 0.0], [2.0, 1.1, 1.2], [0.2, -0.3, -0.3], [1.0, -1.2, 0.2], [2.0, 0.2, 0.1], [-0.4, -0.2, 0.4], [0.9, -0.6, -0.1], [-3.0, 0.0, -0.4], [1.2, -1.5, 2.4], [-1.1, 1.0, -3.5], [1.1, -0.9, -0.8], [1.9, 2.5, 0.9], [-1.5, 1.0, 0.5], [0.1, 0.4, 0.2], [0.0, 0.3, 1.1], [-0.6, -0.2, -0.4], [-0.6, -0.1, 0.1]],
  "e_above_lowest_kcal_mol": 37.6,
  "spin_multiplicity": 1,
  "charge": 1,
  "lumo_ev": -2.87
}


{
  "formula": "C34H44BrN2O3PSi2Ti",
  "method": "ωB97M-V/def2-TZVPD",
  "elements": ["C", "H", "C", "O", "H", "H", "C", "H", "H", "H", "C", "P", "H", "C", "C", "H", "H", "H", "C", "H", "H", "H", "H", "H", "H", "O", "C", "C", "H", "H", "C", "H", "C", "C", "C", "C", "N", "C", "H", "H", "H", "C", "H", "H", "N", "H", "C", "H", "H", "H", "C", "H", "H", "H", "H", "C", "H", "C", "H", "C", "H", "Ti", "C", "O", "C", "H", "C", "C", "Br", "C", "C", "C", "Si", "C", "C", "Si", "C", "H", "H", "H", "C", "H", "H", "H", "C", "H", "C", "H"],
  "coordinates": [[-0.480078, -4.180752, 1.843078], [3.778939, -0.929419, 4.729935], [-2.830515, 2.809371, -1.926754], [-1.981001, -1.032012, 4.050432], [-3.906549, -0.629238, 0.218289], [-1.373577, 0.892763, 5.600737], [-1.258663, -0.456001, 3.280277], [2.740248, -2.063118, -3.394978], [-0.633541, -3.425662, 2.614049], [-1.934851, 5.998987, -2.622192], [-0.265105, 1.841618, -3.984107], [-2.249182, 1.104456, 0.251087], [2.605156, 0.776619, 3.366112], [-0.139428, 2.625821, 5.147298], [3.680075, -0.536930, -0.553973], [-3.392071, 1.994072, -2.364132], [-3.347716, 0.848778, 2.413344], [4.267715, -0.796263, 0.329359], [0.720403, 1.557070, -1.753287], [-2.542923, -3.638851, -0.340294], [-1.402074, -4.760419, 1.769730], [-1.186527, 2.002083, -5.901069], [-2.461316, 2.386672, 2.332627], [-3.998468, 2.209329, 1.478610], [-2.176789, -1.960870, 0.018910], [0.743360, 0.901706, -0.614018], [-1.998470, 5.060511, -2.088220], [-2.175989, 2.644832, -0.711031], [3.095410, -4.245246, -1.599681], [1.160203, 4.139169, 4.328457], [3.215246, -1.222054, 3.857073], [-3.249132, 4.128627, -3.558460], [1.802507, -1.879316, 1.582189], [1.933520, -1.679745, -2.767244], [0.735685, 2.570652, 2.933229], [3.503377, -3.480133, -0.943353], [1.886451, -0.605386, 1.999604], [-0.974738, -0.015040, -2.624536], [-3.368131, -0.280473, -1.429305], [0.740202, -4.347705, -1.971340], [1.776877, -0.634875, -3.032152], [-3.084361, 1.691275, 1.773407], [-4.485107, 0.834160, -0.600217], [-0.912506, 3.589576, 0.751946], [0.113618, 1.438980, 2.642675], [-2.445046, -1.303619, -3.488686], [-3.632327, 0.166305, -0.473424], [3.609357, -3.913559, 0.049588], [-1.786721, -2.646397, -1.573143], [0.336521, 2.726459, -4.135152], [-2.741105, 4.013658, -2.611268], [2.394756, 2.675978, -1.081680], [3.214011, 0.433742, -0.376038], [-0.890533, -0.617294, -1.724697], [0.303262, -4.859994, 2.176188], [1.062240, -1.978141, 0.290362], [2.312319, -3.921800, 2.015648], [-1.930402, 0.311591, -4.806498], [-2.603085, -0.005431, -5.590781], [2.401353, -2.895653, 2.337842], [4.508733, -3.244707, -1.297899], [0.231041, -0.065619, 0.806002], [-0.613879, 0.870261, 3.621652], [-0.919613, -0.863612, 2.079316], [0.439989, -4.751335, -1.005681], [1.280635, -5.312533, -0.600659], [-1.810701, -2.846452, -0.502406], [-0.770085, 1.418475, 4.876148], [1.858396, 3.329072, 1.630853], [0.632269, 3.212016, 4.161572], [1.696843, 2.668503, -1.914773], [-1.842835, -0.413871, -3.622409], [2.482332, -1.907508, -0.998813], [-1.131448, 1.437218, -4.981367], [2.569064, -0.274453, 3.106263], [-0.161419, -3.429182, 0.165715], [3.113070, -2.561049, 3.465302], [1.028101, -2.226952, -3.028672], [3.598641, -3.332720, 4.046279], [4.380737, -0.424759, -1.384438], [-1.432615, 3.703604, -0.191279], [2.269040, 2.554273, -2.837766], [-0.371537, -5.459085, -1.185344], [1.193110, 3.638925, -1.954538], [-1.342744, 4.905160, -0.873046], [-0.764653, 5.719444, -0.457773], [-0.176484, 1.124515, -2.776599], [-0.238761, 3.098877, 6.113960]],
  "forces_ev_per_a": [[-0.1, 0.0, 0.1], [0.0, 0.0, 0.0], [0.0, 0.0, 0.0], [0.0, 0.1, 0.0], [0.0, 0.0, 0.0], [0.0, 0.0, 0.0], [0.1, -0.1, -0.4], [0.0, 0.0, -0.1], [0.0, 0.0, 0.0], [0.0, 0.0, 0.0], [-0.1, 0.0, 0.0], [0.0, 0.1, 0.1], [0.0, 0.0, 0.0], [-0.1, -0.1, 0.0], [0.0, 0.1, 0.0], [0.0, 0.0, 0.0], [0.0, 0.0, 0.0], [0.0, 0.0, 0.0], [0.3, -0.3, 0.7], [-0.1, 0.0, 0.0], [0.0, -0.1, 0.0], [0.0, 0.0, 0.0], [0.0, 0.0, 0.0], [0.0, 0.0, 0.0], [0.0, -0.1, 0.0], [0.2, 0.6, -1.1], [0.0, 0.0, 0.0], [-0.1, 0.0, 0.0], [0.0, -0.1, 0.0], [0.0, 0.0, 0.0], [0.0, 0.0, 0.0], [0.0, 0.0, 0.0], [-0.1, -0.2, -0.2], [-0.1, 0.0, 0.0], [-0.1, 0.1, 0.1], [0.0, 0.0, 0.0], [0.2, 0.0, 0.0], [0.0, -0.2, 0.1], [0.0, 0.0, 0.0], [0.0, 0.0, -0.1], [0.0, 0.0, 0.0], [0.0, 0.1, -0.1], [0.0, 0.0, 0.0], [0.0, 0.0, 0.0], [0.0, -0.2, 0.0], [0.0, 0.0, 0.0], [0.0, 0.0, -0.1], [0.0, 0.0, 0.1], [0.0, 0.0, -0.1], [0.0, 0.0, 0.0], [0.0, 0.0, 0.0], [0.0, 0.0, 0.0], [0.0, 0.0, 0.0], [0.0, 0.0, -0.1], [0.0, 0.0, 0.0], [0.4, 0.2, 0.3], [0.0, 0.0, 0.0], [0.0, 0.0, 0.1], [0.0, 0.0, 0.0], [0.0, 0.0, 0.0], [0.0, 0.0, 0.0], [-0.1, 0.3, 0.2], [-0.1, -0.1, 0.1], [-0.8, -0.5, 0.9], [0.0, -0.1, 0.0], [0.1, 0.0, 0.0], [0.0, 0.1, 0.0], [0.1, 0.1, 0.0], [0.1, 0.0, -0.1], [0.0, 0.0, 0.0], [0.0, 0.1, -0.1], [0.1, 0.0, -0.1], [-0.1, 0.0, 0.1], [0.0, 0.0, 0.1], [0.0, 0.0, 0.0], [0.1, 0.1, 0.0], [0.0, 0.1, 0.0], [0.0, 0.0, 0.0], [0.0, 0.0, 0.0], [0.0, 0.0, 0.0], [0.0, 0.0, 0.0], [0.0, 0.0, 0.0], [0.0, 0.0, 0.0], [0.0, 0.0, 0.0], [0.0, 0.0, 0.0], [0.0, 0.0, 0.0], [-0.1, 0.2, -0.4], [0.0, 0.0, 0.0]],
  "e_above_lowest_kcal_mol": 4.6,
  "spin_multiplicity": 2,
  "charge": 1,
  "lumo_ev": [-3.31, -3.25]
}


{
  "formula": "C26H38AsAuN10Si3",
  "method": "ωB97M-V/def2-TZVPD",
  "elements": ["C", "H", "H", "C", "C", "H", "H", "H", "H", "N", "H", "C", "C", "C", "C", "C", "N", "C", "H", "C", "C", "N", "H", "N", "H", "C", "H", "H", "H", "H", "C", "N", "H", "H", "C", "H", "H", "H", "C", "H", "H", "C", "H", "C", "H", "N", "Si", "Si", "C", "N", "C", "C", "H", "C", "N", "Au", "H", "H", "H", "C", "H", "C", "N", "H", "C", "H", "H", "H", "N", "Si", "H", "H", "H", "C", "H", "C", "As", "H", "H"],
  "coordinates": [[-2.111002, -0.910957, 6.270108], [-2.359480, 4.987438, -1.375927], [-4.363285, 0.180328, -2.231984], [-1.014735, -3.993791, 4.434783], [-0.905128, -4.601758, -1.396727], [2.771974, 3.898648, -1.608391], [6.192942, -0.594283, 1.671386], [-2.411210, -0.587150, 7.249960], [-0.255456, 4.057708, 1.921321], [4.049875, -1.685961, -0.451526], [0.333143, 2.591852, -4.413913], [-1.416873, 4.836184, -0.810208], [-3.491328, -0.371505, -2.641237], [-3.231517, 2.444646, 0.368485], [-1.716706, -0.319813, 3.981009], [4.867708, -1.796298, 0.602901], [5.251011, -3.054630, 0.832319], [0.559272, -2.651521, 0.021847], [-1.315501, 5.640282, -0.041391], [-1.312455, -2.657874, 4.822620], [-0.322692, -3.490932, 0.712337], [2.470444, 1.377953, 2.157531], [0.253064, -3.930717, -3.086953], [4.692839, 1.306483, 2.500704], [-3.256526, 1.556170, 1.008226], [-0.655702, -3.221549, 2.131163], [1.739080, 3.535109, -0.247051], [2.272260, -0.305935, -3.334005], [-0.517032, 4.890465, -1.460673], [-1.510412, -5.279713, 0.610931], [4.279919, 0.216749, 1.914686], [3.571211, 2.130581, 2.503618], [-0.891356, -4.815331, 5.182630], [-1.609604, -2.920193, 6.987326], [-0.574461, 3.072967, 1.635593], [1.368990, -2.177307, -1.940646], [-3.912214, -1.090116, -3.337152], [-2.541460, 1.006316, 5.331979], [0.761381, -2.850998, -1.348449], [0.006633, -0.447712, -4.299667], [-0.795544, 0.812895, -5.271310], [-1.644211, -2.235213, 6.101721], [-1.582980, -5.263672, -1.936766], [1.280759, 2.840096, -3.905918], [3.189764, 2.567486, -0.642001], [2.937265, 0.175502, 1.701851], [-1.486608, 3.109308, -0.000540], [1.498932, 1.921695, -2.303520], [-0.889973, -4.277078, 3.108401], [4.705370, -3.758402, -0.149345], [-2.124894, 0.043282, 5.246816], [0.007033, -3.782015, -2.058082], [-1.003458, -5.255013, 2.727077], [2.669127, 0.523215, -2.715036], [4.048959, -2.919104, -0.967785], [1.556638, -1.254936, 1.013374], [-1.178234, 2.623926, 2.430615], [-1.793228, 0.434080, 3.173890], [1.182038, 3.891483, -3.741510], [-0.959989, -0.028858, -4.614873], [-3.726849, 2.031627, -4.457922], [2.300540, 3.071756, -1.043497], [5.158930, -0.711578, 1.473903], [3.480579, 0.885950, -3.313244], [-0.954470, -4.557219, 0.019795], [-2.182211, 2.966618, -4.285892], [-3.760834, 2.248496, -0.609947], [-1.466472, -0.821732, -5.167304], [-0.802327, -1.981169, 2.521019], [-2.047901, 0.716880, -3.193989], [3.041272, 0.043186, -1.832152], [0.345930, 2.468933, 1.499769], [-3.102491, -0.944376, -1.761630], [-2.881120, 2.286933, -3.784454], [-3.279463, 2.862136, -2.952809], [-1.233803, -1.653832, 3.758874], [-0.547682, 1.213226, -1.244230], [2.136960, 2.526015, -4.546445], [-3.840962, 3.205639, 0.895534]],
  "forces_ev_per_a": [[0.9, -1.1, 0.5], [0.7, 0.1, 0.1], [0.6, 0.1, -0.3], [0.0, -0.6, 0.2], [0.2, -0.2, 1.3], [-0.3, -0.1, 0.1], [-1.9, 0.0, 0.2], [-0.1, -0.1, 0.3], [0.1, 0.6, 0.3], [0.2, -0.8, -0.7], [0.5, -0.3, 0.0], [0.0, -0.2, 0.2], [0.2, -0.4, 1.6], [-0.7, 0.8, -1.0], [0.5, -0.3, 0.1], [-0.8, 1.0, 1.2], [0.6, -0.4, -0.2], [-0.8, -0.6, -0.5], [-0.2, -0.6, -0.5], [1.1, 1.0, -1.5], [0.0, -0.7, -0.5], [3.5, -0.2, -0.8], [-0.3, 0.1, -0.6], [-1.8, 3.2, -0.6], [0.3, 0.0, -0.3], [-0.8, -0.7, 1.7], [-0.3, -0.2, 0.2], [-0.3, 0.5, 0.3], [-0.7, 0.0, 0.2], [-0.3, 0.2, -0.3], [-0.6, -1.1, -0.8], [-0.2, -3.1, 0.8], [-0.6, 0.8, -0.6], [-0.1, 0.6, -1.0], [0.6, -0.7, -0.5], [0.4, -0.1, 0.3], [0.3, -0.1, -0.4], [-0.4, 1.0, 0.7], [-0.5, 0.6, 0.2], [-0.3, 0.3, 0.1], [0.3, 0.1, -0.4], [-1.0, 1.4, 1.3], [0.5, -0.1, 0.1], [-0.6, -0.9, -0.7], [-0.3, -0.1, 0.4], [-0.5, 1.9, 1.4], [-0.1, -0.9, 0.1], [-0.7, 0.1, 0.5], [0.2, 1.1, -0.9], [0.2, 1.4, 0.0], [0.2, -1.7, -1.3], [0.1, -0.3, 1.0], [0.6, -1.1, 0.0], [-1.0, -0.8, -0.3], [-0.4, 0.4, 0.8], [0.0, 0.1, -0.7], [0.1, 0.1, -0.1], [0.4, -0.9, 0.3], [0.5, 0.9, 0.0], [-0.4, -0.1, 1.0], [0.5, 0.2, 0.2], [1.4, 0.2, -0.8], [1.5, -1.9, -0.8], [0.7, 0.5, -0.1], [0.1, 1.1, -0.6], [-0.2, -0.1, -0.2], [0.4, 0.0, 1.0], [-0.2, 0.1, 0.0], [0.6, 0.4, -1.2], [0.5, -0.1, 0.3], [0.4, -0.2, 0.5], [-0.5, 0.3, 0.3], [-0.4, 0.1, -0.6], [0.1, 0.2, -0.5], [-0.2, -0.1, 0.2], [-0.8, -0.1, 1.0], [-0.3, -0.1, -0.7], [-0.6, 0.7, 0.2], [0.3, -0.2, -0.2]],
  "spin_multiplicity": 3,
  "lumo_ev": [-0.34, -3.62]
}


{
  "formula": "C4H6N2",
  "method": "ωB97M-V/def2-TZVPD",
  "elements": ["C", "H", "C", "C", "H", "H", "H", "H", "H", "C", "N", "N"],
  "coordinates": [[-0.238717, -0.195519, -0.214602], [0.449731, 1.458849, -1.310187], [0.378395, 0.846285, 0.748102], [-1.662151, 0.153234, -0.320513], [-0.235865, -1.896175, 0.789469], [1.876722, 0.279067, -0.913767], [1.068671, 0.454900, 1.415534], [0.673212, -2.064038, -0.578706], [-0.236289, 1.602192, 1.227884], [0.831157, 0.738949, -0.706353], [-0.167802, -1.620462, -0.189525], [-2.737059, 0.242713, 0.052665]],
  "forces_ev_per_a": [[-0.4, 0.8, 0.0], [-0.4, 2.1, -2.1], [0.0, -0.9, -1.1], [1.2, -0.2, 0.2], [-0.1, -0.4, -0.4], [-2.1, 1.0, 0.4], [1.2, -0.8, 1.2], [-0.4, 0.7, 0.1], [-0.1, 0.1, -0.8], [1.3, -2.2, 1.8], [1.1, -0.7, 1.0], [-1.4, 0.4, -0.3]],
  "e_above_lowest_kcal_mol": 51.4,
  "spin_multiplicity": 1,
  "lumo_ev": 0.89
}


Max |F|, record by record: 3.8, 1.3, 3.7, 3.1 eV Å⁻¹